No. 1
{
  "formula": "C39H57BrClF2MoN2OSi4Te",
  "method": "wB97M-V/def2-TZVPD",
  "orbital_gap_ev": [5.774, 6.753],
  "lumo_ha": [-0.1603, -0.1360],
  "spin_multiplicity": 3,
  "s_squared": 2.325,
  "charge": 1,
  "largest_force_ha_per_bohr": 0.008,
  "e_above_lowest_kcal_mol": 0.00,
  "elements": ["Mo", "C", "C", "C", "C", "C", "C", "C", "Br", "C", "O", "C", "C", "C", "C", "C", "C", "H", "H", "H", "H", "H", "H", "H", "H", "H", "H", "H", "H", "H", "H", "H", "H", "H", "H", "H", "H", "F", "C", "C", "C", "C", "C", "F", "C", "C", "C", "C", "C", "C", "N", "H", "H", "H", "H", "H", "H", "C", "Si", "C", "C", "Si", "Te", "Si", "C", "C", "C", "Si", "C", "C", "C", "H", "H", "H", "H", "H", "H", "H", "H", "H", "H", "H", "H", "H", "H", "H", "H", "H", "H", "H", "H", "H", "H", "H", "H", "H", "H", "H", "Cl", "C", "C", "C", "C", "N", "C", "H", "H", "H", "H"],
  "xyz": [[-1.082523, 1.069671, 0.014770], [-5.947656, -4.545617, -1.574973], [-4.530659, -4.785866, -2.116778], [-4.545433, -4.633004, -3.641526], [-4.108869, -6.221676, -1.788528], [-3.594384, -3.765256, -1.471428], [-3.431210, -2.499004, -2.013542], [-2.638548, -1.588172, -1.347685], [-2.458716, 0.158519, -2.126956], [-1.981121, -1.832057, -0.141948], [-1.296363, -0.874485, 0.503817], [-2.078205, -3.141628, 0.375433], [-2.902254, -4.042504, -0.292319], [-1.336267, -3.576355, 1.649781], [0.106389, -3.045785, 1.699009], [-2.113741, -3.066760, 2.871005], [-1.231459, -5.104984, 1.742404], [-6.647661, -5.262311, -2.009026], [-6.293548, -3.539538, -1.820740], [-5.973137, -4.658503, -0.489265], [-5.168576, -5.413272, -4.080211], [-3.541218, -4.725847, -4.059173], [-4.964904, -3.677635, -3.958729], [-4.741075, -6.919468, -2.338931], [-4.224473, -6.455723, -0.729483], [-3.071504, -6.407940, -2.072664], [-3.910355, -2.212118, -2.938586], [-3.002126, -5.031478, 0.123614], [0.158905, -1.978248, 1.886184], [0.633258, -3.246081, 0.763056], [0.641224, -3.554256, 2.503526], [-2.214190, -1.979723, 2.848408], [-1.597076, -3.333304, 3.795661], [-3.117337, -3.495207, 2.901775], [-0.737619, -5.518713, 0.861430], [-2.196601, -5.597099, 1.861921], [-0.636650, -5.365083, 2.618642], [-0.435713, 6.358683, -1.549261], [-1.278681, 5.428717, -1.081414], [-0.813085, 4.140625, -0.893229], [-1.658409, 3.153700, -0.389854], [-2.987101, 3.505986, -0.073424], [-3.406792, 4.815459, -0.304326], [-4.668347, 5.190343, -0.022310], [-2.578558, 5.796114, -0.805998], [-3.820409, 2.465441, 0.547592], [-5.171373, 2.577097, 0.870955], [-5.816651, 1.526403, 1.495325], [-5.112726, 0.372672, 1.801766], [-3.785348, 0.312976, 1.439843], [-3.154619, 1.320168, 0.820490], [0.217920, 3.930967, -1.138216], [-2.935899, 6.802916, -0.965161], [-5.709814, 3.478447, 0.637501], [-6.866190, 1.612791, 1.743787], [-5.574904, -0.467724, 2.298631], [-3.193653, -0.568653, 1.638136], [4.401265, -1.661530, 0.705164], [4.101470, 0.151659, 1.087675], [5.676701, 0.983539, 1.675050], [2.783058, 0.244313, 2.408583], [3.478873, 1.300125, -0.869197], [1.043328, 0.992536, -1.575875], [4.569646, 0.332749, -2.722142], [3.774635, -1.306396, -3.159084], [6.363422, 0.092600, -2.227580], [4.462682, 1.479937, -4.198163], [3.880020, 3.619912, -0.813280], [3.168541, 4.459771, -2.329617], [5.735285, 3.886426, -0.806581], [3.116428, 4.318599, 0.762616], [5.111807, -2.082747, 1.420753], [4.802361, -1.826631, -0.294695], [3.470546, -2.227874, 0.787794], [6.046000, 0.499740, 2.582995], [5.501446, 2.036809, 1.904610], [6.467842, 0.927719, 0.924091], [3.057059, -0.390041, 3.256164], [1.847420, -0.133371, 1.997274], [2.629007, 1.261811, 2.772266], [3.771443, -2.006947, -2.321920], [4.319608, -1.772940, -3.983867], [2.741416, -1.165577, -3.483819], [6.459140, -0.565282, -1.361864], [6.840276, 1.043994, -1.981557], [6.924999, -0.358890, -3.049144], [3.425495, 1.677891, -4.477271], [4.958344, 1.021451, -5.057819], [4.954408, 2.434749, -4.006197], [3.673112, 4.119543, -3.234127], [3.320970, 5.539564, -2.248319], [2.101211, 4.285939, -2.467593], [6.186224, 3.532057, -1.735928], [6.219796, 3.369753, 0.023028], [5.960999, 4.952097, -0.714364], [2.358033, 3.651717, 1.170971], [2.650876, 5.289594, 0.574103], [3.879554, 4.459171, 1.531617], [-0.466454, -0.222828, 5.514737], [-0.311700, 1.013240, 4.327915], [0.089507, 2.292467, 4.675268], [0.205586, 3.236034, 3.669570], [-0.076039, 2.875806, 2.365958], [-0.456603, 1.633746, 2.040225], [-0.583663, 0.716420, 3.007083], [0.301096, 2.536033, 5.707551], [0.509043, 4.249871, 3.888624], [-0.024136, 3.587758, 1.556060], [-0.895308, -0.272716, 2.703458]],
  "forces_ev_per_a": [[-0.01, 0.12, -0.24], [0.00, 0.00, 0.00], [-0.01, -0.01, -0.01], [0.00, 0.00, -0.01], [0.00, -0.01, 0.01], [0.03, 0.02, 0.01], [0.01, -0.02, 0.00], [-0.03, 0.07, 0.10], [0.16, 0.10, 0.19], [0.12, -0.12, 0.05], [-0.24, 0.24, -0.09], [-0.01, -0.06, -0.01], [0.05, -0.01, -0.07], [-0.03, 0.05, 0.01], [0.06, -0.03, -0.02], [0.01, 0.04, 0.01], [-0.04, 0.01, 0.03], [0.00, 0.00, 0.00], [0.00, 0.00, 0.00], [0.00, 0.00, 0.00], [0.00, 0.00, 0.00], [0.00, 0.00, 0.00], [0.00, 0.00, 0.00], [0.00, 0.00, 0.00], [0.00, 0.00, 0.00], [0.00, 0.00, 0.00], [0.00, 0.01, 0.01], [0.02, -0.01, -0.01], [-0.01, 0.02, -0.03], [-0.01, -0.02, 0.00], [0.02, 0.01, -0.01], [0.01, -0.01, 0.03], [0.00, -0.01, -0.01], [0.01, -0.01, 0.00], [0.00, -0.02, 0.01], [-0.03, 0.03, 0.00], [0.01, 0.00, -0.01], [0.00, 0.00, -0.01], [-0.01, 0.01, 0.00], [0.04, 0.02, -0.05], [0.03, -0.39, 0.10], [-0.02, 0.04, 0.00], [-0.01, 0.02, 0.00], [0.01, -0.01, 0.01], [0.02, -0.01, 0.00], [-0.01, -0.03, 0.00], [0.01, 0.01, 0.01], [-0.02, -0.01, 0.00], [0.01, 0.04, 0.00], [-0.03, -0.01, 0.02], [0.02, -0.05, 0.03], [0.04, 0.01, -0.04], [-0.01, 0.00, 0.00], [0.00, 0.00, -0.01], [0.00, 0.00, 0.00], [0.00, 0.00, 0.00], [-0.03, 0.04, -0.03], [0.00, -0.01, 0.00], [0.03, 0.00, -0.06], [0.01, -0.03, 0.01], [0.01, 0.00, 0.06], [0.02, 0.01, -0.04], [-0.09, 0.05, 0.24], [-0.02, 0.03, 0.00], [0.00, -0.03, 0.00], [0.00, -0.01, 0.01], [0.01, -0.03, -0.03], [-0.05, -0.01, 0.01], [-0.01, 0.01, 0.02], [0.01, -0.03, 0.00], [0.03, 0.09, -0.01], [-0.02, -0.01, 0.02], [0.04, 0.00, 0.03], [-0.01, 0.01, -0.03], [0.00, -0.01, -0.01], [0.01, 0.00, 0.01], [-0.01, 0.01, 0.00], [-0.01, 0.03, 0.02], [-0.11, -0.02, 0.00], [-0.04, 0.04, 0.01], [-0.01, 0.02, -0.02], [0.00, 0.00, 0.00], [0.00, 0.00, 0.00], [0.02, 0.00, 0.00], [0.00, 0.00, 0.00], [0.00, 0.01, -0.01], [0.01, 0.02, 0.01], [-0.01, 0.00, -0.01], [0.01, -0.01, 0.00], [0.00, 0.01, -0.01], [-0.01, 0.00, 0.00], [-0.05, -0.02, 0.03], [0.01, 0.00, 0.00], [0.01, 0.01, 0.00], [-0.01, 0.00, -0.01], [-0.08, -0.05, 0.01], [0.02, 0.00, 0.01], [-0.01, -0.02, 0.00], [-0.02, -0.01, -0.01], [0.01, -0.01, 0.01], [0.01, -0.01, 0.02], [0.01, 0.00, -0.01], [0.01, 0.05, -0.01], [-0.03, -0.09, -0.23], [0.08, -0.02, -0.01], [0.01, 0.00, 0.00], [0.00, -0.01, -0.01], [0.06, 0.01, -0.01], [0.01, -0.03, 0.00]]
}


No. 2
{
  "formula": "C27H28N2O6",
  "method": "wB97M-V/def2-TZVPD",
  "orbital_gap_ev": 8.959,
  "lumo_ha": 0.0118,
  "smiles": "CCc1cccc(OCC(=O)Nc2ccc(C(=O)O)cc2NC(=O)COc2cccc(CC)c2)c1",
  "largest_force_ha_per_bohr": 0.011,
  "e_above_lowest_kcal_mol": 3.58,
  "elements": ["C", "C", "C", "C", "C", "C", "C", "O", "C", "C", "O", "N", "C", "C", "C", "C", "C", "O", "O", "C", "C", "N", "C", "O", "C", "O", "C", "C", "C", "C", "C", "C", "C", "C", "C", "H", "H", "H", "H", "H", "H", "H", "H", "H", "H", "H", "H", "H", "H", "H", "H", "H", "H", "H", "H", "H", "H", "H", "H", "H", "H", "H", "H"],
  "xyz": [[5.811673, 1.903849, 0.338412], [4.305204, 1.751801, 0.558201], [3.612178, 1.468305, -0.743884], [3.124457, 2.501888, -1.529546], [2.523728, 2.226899, -2.748323], [2.398257, 0.925379, -3.188548], [2.883754, -0.121165, -2.405841], [2.687024, -1.376595, -2.909990], [3.271049, -2.472468, -2.253797], [2.732704, -2.780472, -0.851666], [3.381996, -3.437644, -0.067856], [1.514864, -2.237498, -0.611245], [0.828431, -2.282728, 0.598237], [0.933091, -3.397760, 1.433018], [0.286869, -3.443558, 2.647564], [-0.491139, -2.364804, 3.064837], [-1.175918, -2.433715, 4.370677], [-1.134990, -3.377248, 5.119906], [-1.873949, -1.322608, 4.667424], [-0.603061, -1.249006, 2.244547], [0.041552, -1.195142, 1.016538], [-0.108329, 0.007493, 0.293202], [-0.303193, 0.225653, -1.022165], [-0.192784, -0.604646, -1.906118], [-0.667833, 1.677203, -1.330925], [-1.240939, 2.364477, -0.247666], [-2.512076, 2.008515, 0.150178], [-3.072175, 2.798167, 1.151248], [-4.331320, 2.501567, 1.631596], [-5.038184, 1.423631, 1.125608], [-4.486710, 0.628840, 0.131839], [-5.257798, -0.517883, -0.455305], [-6.055205, -0.054586, -1.676355], [-3.218886, 0.927332, -0.354296], [3.495078, 0.157433, -1.190789], [6.314005, 2.113871, 1.279661], [6.012446, 2.718681, -0.353557], [6.226489, 0.989748, -0.079793], [3.910885, 2.671587, 0.994808], [4.125650, 0.934213, 1.259543], [3.214934, 3.522849, -1.188870], [2.153007, 3.035630, -3.361407], [1.923887, 0.688404, -4.126545], [3.056101, -3.336448, -2.891203], [4.361523, -2.366701, -2.178801], [1.064555, -1.699462, -1.360725], [1.550349, -4.220866, 1.114309], [0.371345, -4.305299, 3.290502], [-2.298742, -1.431075, 5.532394], [-1.201553, -0.410403, 2.568885], [-0.326127, 0.804642, 0.882741], [-1.309589, 1.698009, -2.219546], [0.261637, 2.208704, -1.564498], [-2.504723, 3.632364, 1.531907], [-4.764231, 3.115541, 2.406870], [-6.022212, 1.196184, 1.507273], [-5.944389, -0.921890, 0.290716], [-4.571055, -1.312206, -0.754430], [-5.386268, 0.335644, -2.439963], [-6.751701, 0.732686, -1.396856], [-6.617824, -0.883464, -2.098956], [-2.799550, 0.296102, -1.123307], [3.883730, -0.635951, -0.569872]],
  "forces_ev_per_a": [[-0.13, 0.01, 0.15], [0.21, 0.01, -0.08], [-0.16, 0.14, 0.05], [0.03, 0.02, 0.11], [0.09, -0.07, -0.10], [0.01, -0.18, -0.01], [0.07, 0.28, -0.06], [-0.21, 0.18, -0.03], [0.33, -0.30, 0.08], [-0.01, 0.22, -0.23], [0.22, -0.16, 0.03], [-0.21, 0.19, -0.44], [-0.13, 0.02, 0.41], [-0.02, 0.00, -0.04], [-0.20, 0.21, 0.14], [0.20, 0.12, -0.33], [-0.11, -0.32, 0.47], [0.04, 0.00, -0.07], [-0.17, 0.46, -0.09], [0.02, -0.26, 0.06], [0.05, -0.48, -0.01], [0.12, 0.38, 0.35], [-0.09, 0.31, 0.16], [-0.17, -0.09, -0.26], [0.14, -0.03, -0.40], [-0.18, 0.09, 0.26], [-0.14, 0.12, 0.11], [0.21, -0.01, -0.11], [0.06, 0.03, -0.02], [-0.04, -0.10, -0.06], [-0.05, -0.04, 0.20], [-0.09, 0.11, -0.17], [0.03, -0.16, 0.11], [0.23, 0.08, -0.11], [0.01, -0.24, -0.14], [0.12, 0.02, 0.06], [0.06, 0.06, -0.07], [0.08, -0.07, -0.05], [-0.06, -0.06, 0.04], [-0.07, 0.05, 0.04], [0.01, 0.12, 0.06], [-0.04, 0.06, -0.06], [-0.08, -0.03, -0.13], [0.07, 0.09, 0.12], [-0.18, -0.01, 0.08], [0.09, -0.12, 0.16], [0.01, -0.03, -0.02], [0.01, -0.08, 0.04], [0.18, -0.22, -0.13], [-0.08, 0.08, -0.02], [0.08, -0.09, -0.22], [0.06, -0.10, 0.13], [-0.18, -0.14, 0.02], [0.07, 0.11, 0.05], [-0.03, 0.06, 0.07], [-0.12, -0.05, 0.05], [0.07, -0.06, 0.02], [-0.02, -0.04, 0.08], [0.03, 0.06, -0.10], [-0.07, 0.08, -0.02], [-0.08, -0.04, -0.10], [0.04, -0.08, -0.11], [0.05, -0.08, 0.08]]
}